Formula: C24H35ClN6O3
Source: OMol25
Level of theory: ωB97M-V with the def2-TZVPD basis set

```
69
Properties=species:S:1:pos:R:3:nbo_charge:R:1
C 1.8544 4.7176 -1.3646 -0.6007
H 2.1163 3.6835 -1.5739 0.2041
H 2.3986 5.0420 -0.4788 0.1963
H 2.1794 5.3240 -2.2065 0.2117
C 0.3503 4.8749 -1.1537 -0.2346
C 0.0042 6.3416 -0.9079 -0.6004
H -1.0714 6.4684 -0.8170 0.2155
H 0.4756 6.6953 0.0073 0.1967
H 0.3537 6.9564 -1.7335 0.2096
C -0.1471 4.0179 0.0245 -0.2220
N -0.5541 2.6781 -0.3878 -0.4658
C -1.8733 2.4744 -0.6549 0.6997
O -2.7181 3.2983 -0.3630 -0.6183
C -2.2522 1.1740 -1.3439 -0.3293
N -1.5664 0.0084 -0.8240 -0.4501
C -2.0742 -0.3880 0.4760 -0.2397
C -1.2032 -1.5164 1.0398 -0.2053
N -1.2049 -2.6547 0.1462 -0.4360
C -2.1540 -3.6529 0.2970 0.1787
C -2.4303 -4.1496 1.5777 -0.2473
C -3.3308 -5.1800 1.7509 -0.0126
C -3.9807 -5.7696 0.6800 -0.2827
C -3.6947 -5.2964 -0.5881 -0.1682
C -2.8045 -4.2585 -0.7844 -0.2797
H -2.6330 -3.9161 -1.7918 0.2122
H -4.1861 -5.7382 -1.4419 0.2170
H -4.6821 -6.5726 0.8348 0.2274
Cl -3.6393 -5.7542 3.3559 -0.0024
H -1.9272 -3.7511 2.4436 0.2142
C -0.7556 -2.2464 -1.1668 -0.2097
C -1.6144 -1.1176 -1.7407 -0.2412
H -1.2112 -0.7983 -2.7037 0.2152
H -2.6490 -1.4723 -1.8910 0.1713
H -0.7270 -3.1039 -1.8371 0.2165
H 0.2680 -1.8700 -1.0564 0.1956
H -1.5664 -1.7980 2.0257 0.2130
H -0.1715 -1.1620 1.1253 0.1890
H -2.0481 0.4786 1.1411 0.2008
H -3.1207 -0.7395 0.4140 0.1777
H -3.3490 1.0810 -1.2834 0.1995
H -1.9777 1.3006 -2.3952 0.2557
C 0.4757 1.7616 -0.7161 -0.0907
C 1.2377 1.2282 0.2961 0.4510
N 0.9853 1.5598 1.5987 -0.8038
H 1.3293 0.9530 2.3228 0.4000
H 0.0668 1.9449 1.7552 0.4149
N 2.3153 0.4183 0.0316 -0.4396
C 2.6528 0.0644 -1.2686 0.7990
O 3.6153 -0.6209 -1.5249 -0.6246
N 1.8166 0.5464 -2.2342 -0.6401
C 0.7480 1.4351 -2.0898 0.6549
O 0.1586 1.8337 -3.0730 -0.6278
H 2.0590 0.2939 -3.1860 0.4323
C 3.2464 0.0225 1.0795 -0.2354
H 4.1831 -0.2193 0.5703 0.2554
H 3.4180 0.8809 1.7349 0.2063
C 2.8137 -1.2078 1.8941 -0.2212
C 2.7675 -2.4541 1.0164 -0.6063
H 2.0483 -2.3384 0.2101 0.2090
H 2.4783 -3.3212 1.6051 0.2144
H 3.7418 -2.6394 0.5727 0.2190
C 3.7953 -1.4013 3.0478 -0.6048
H 3.8164 -0.5287 3.6979 0.2046
H 3.5105 -2.2647 3.6430 0.2184
H 4.7982 -1.5671 2.6629 0.2105
H 1.8127 -1.0484 2.3150 0.1804
H 0.6331 3.9437 0.7858 0.1933
H -1.0369 4.4790 0.4587 0.2425
H -0.1691 4.5373 -2.0558 0.2170
```

* E_LUMO: 0.0130 hartree
* energy relative to the best compared isomer or geometry (same formula, charge and spin): 0.0 kcal per mole
* highest occupied orbital energy: -7.97 eV
* HOMO-LUMO gap: 0.3060 Eh
* DFT total energy: -53064.198 eV
* structure (SMILES): CC(C)CN(C(=O)CN1CCN(c2cccc(Cl)c2)CC1)c1c(N)n(CC(C)C)c(=O)[nH]c1=O
* net charge: 0


Formula: C70H188N12O23
Source: OMol25
Level of theory: ωB97M-V with the def2-TZVPD basis set

```
293
Properties=species:S:1:pos:R:3:mulliken_charge:R:1
C -7.9788 0.1944 -1.1231 -1.8171
C -7.9962 1.0585 -2.3956 0.5691
C -7.9456 2.6020 -2.1074 1.4431
O -9.2177 3.2941 -2.0592 -0.4408
C -9.7937 3.4069 -3.3900 -0.7521
N -6.9893 0.5247 -3.2185 -0.0926
H -8.8194 0.3391 -0.4444 0.4560
H -7.0491 0.1715 -0.5547 0.2851
H -8.1876 -0.8521 -1.3453 0.5200
H -8.9456 0.7979 -2.8635 0.1048
H -7.2385 3.0897 -2.7784 -1.0481
H -7.4790 2.6598 -1.1240 0.0659
H -10.4485 2.5633 -3.6088 0.3023
H -9.0461 3.4377 -4.1825 0.2439
H -10.3785 4.3164 -3.5275 0.2883
H -7.2411 0.4013 -4.1888 0.1059
H -6.7389 -0.4467 -3.1015 0.0292
C 8.0600 -6.8977 3.5213 -1.4080
C 6.5478 -6.7223 3.4599 0.7928
C 6.0678 -6.6310 2.0104 -0.4743
O 6.2394 -5.3819 1.4057 -0.2169
C 6.0521 -5.4499 -0.0246 -0.6175
N 5.8625 -7.8011 4.1470 -0.8065
H 8.4931 -5.9125 3.6942 0.2969
H 8.5100 -7.3658 2.6457 0.3133
H 8.4593 -7.5362 4.3093 0.4209
H 6.3077 -5.8395 4.0526 0.2053
H 5.0098 -6.8930 2.0145 -0.0398
H 6.6187 -7.3923 1.4580 0.3312
H 6.7314 -6.0503 -0.6298 0.4237
H 5.7349 -4.4854 -0.4210 -0.0421
H 5.0565 -5.7551 -0.3467 0.3463
H 6.1382 -7.7038 5.1137 0.2967
H 4.8745 -7.5979 4.0966 0.1704
C -3.5100 5.3121 -5.0846 -1.4524
C -4.7652 4.9055 -4.1893 2.6672
C -5.5730 6.1373 -3.7108 -0.9605
O -4.8368 7.1150 -3.0259 -0.4399
C -4.3903 6.7594 -1.7070 -0.0488
N -5.5825 3.9088 -4.8792 -0.4788
H -3.7296 6.2675 -5.5610 0.3714
H -3.3640 4.6963 -5.9721 0.3984
H -2.6511 5.3556 -4.4149 0.2142
H -4.4693 4.4226 -3.2579 -1.4760
H -6.4305 5.7942 -3.1318 0.3032
H -6.0375 6.7315 -4.4978 0.3979
H -3.7890 5.8502 -1.7060 -0.0507
H -5.2019 6.6937 -0.9824 0.0829
H -3.7882 7.5822 -1.3215 0.2619
H -6.3112 4.4315 -5.3438 0.2878
H -6.0561 3.2933 -4.2335 -0.2948
C -4.7606 -1.8090 -5.3360 -1.5271
C -5.1840 -0.4540 -5.9645 1.3415
C -4.6599 -0.1561 -7.4483 -0.9552
O -5.0412 1.1866 -7.7558 -0.2235
C -4.9052 1.6632 -9.0908 -0.8977
N -6.6249 -0.5069 -6.1169 -0.6951
H -3.7168 -1.7925 -5.0227 0.1551
H -4.9918 -2.5461 -6.1050 0.4143
H -5.4724 -2.0311 -4.5409 0.3491
H -5.0072 0.2771 -5.1755 -0.2210
H -4.9912 -0.9386 -8.1310 0.4211
H -3.5761 -0.1954 -7.3385 0.4747
H -4.2382 1.1050 -9.7478 0.3608
H -4.6720 2.7278 -9.1089 0.2023
H -5.8496 1.4860 -9.6054 0.3248
H -7.0086 -1.3931 -6.4128 0.2586
H -6.9167 -0.0111 -6.9471 0.1909
C -2.3366 -0.3006 4.0306 -1.0782
C -2.3033 -1.7436 4.4926 2.2665
C -2.8327 -1.9535 5.9041 -1.0568
O -2.1681 -1.0967 6.8759 -0.4667
C -0.7924 -1.3463 7.0612 -0.3166
N -3.0846 -2.6186 3.5984 -0.5558
H -3.2741 0.2310 4.1937 0.4252
H -2.1011 -0.1830 2.9728 -0.1736
H -1.6186 0.3110 4.5769 0.2660
H -1.2315 -1.9327 4.4327 -0.8022
H -2.6288 -3.0038 6.1122 0.4574
H -3.8507 -1.6330 6.1256 0.2956
H -0.5518 -2.3922 6.8710 0.3200
H -0.4861 -1.0790 8.0726 0.1259
H -0.3716 -0.6296 6.3559 0.0883
H -2.6386 -2.6802 2.6943 -0.0640
H -3.2309 -3.5474 3.9670 0.3084
C -0.3994 -6.5163 -2.6243 -0.7516
C -1.1628 -6.8868 -3.8952 0.1085
C -2.6895 -6.6394 -3.7053 -0.9547
O -3.2261 -7.1302 -2.4596 -0.3545
C -3.0264 -8.4832 -2.3650 -0.8468
N -0.5985 -6.0815 -4.8937 -0.3969
H -0.7520 -7.1132 -1.7832 0.5395
H -0.4960 -5.4658 -2.3499 -0.0950
H 0.6169 -6.7312 -2.9544 0.2577
H -0.9703 -7.9180 -4.1913 0.2269
H -3.2920 -6.8559 -4.5875 0.4530
H -2.9289 -5.5786 -3.6316 0.3945
H -3.2191 -8.9362 -3.3375 0.3420
H -3.7233 -8.9952 -1.7015 0.2962
H -1.9865 -8.7855 -2.2413 0.2927
H 0.1039 -6.7240 -5.2312 0.2658
H -1.3065 -5.8629 -5.5801 0.1953
C 1.4487 -8.0837 3.9863 -1.4596
C 1.3008 -7.6069 2.5155 0.1426
C 1.8640 -6.1191 2.3646 -0.4102
O 0.9764 -5.1035 2.8295 -0.1677
C -0.1260 -4.8106 2.0700 -0.5052
N 2.1810 -8.4943 1.7598 -0.5857
H 1.2201 -9.1488 4.0232 0.4303
H 0.6694 -7.4768 4.4471 0.3841
H 2.4258 -7.8324 4.3990 0.2583
H 0.2935 -7.7579 2.1273 0.5487
H 2.1297 -5.9420 1.3224 0.2703
H 2.7745 -6.1373 2.9635 -0.0284
H -0.6071 -3.9064 2.4429 -0.1929
H -0.7821 -5.6686 2.2161 0.3892
H 0.1389 -4.6457 1.0256 0.3962
H 1.5368 -9.1987 1.4297 0.2725
H 2.9034 -8.9037 2.3349 0.2614
C 3.3471 -3.3958 -3.9509 -0.8814
C 2.0247 -4.2058 -3.8839 0.1796
O 0.9742 -3.6377 -4.6829 -0.6955
H 3.9348 -3.4403 -4.8678 0.3935
H 3.9743 -3.4745 -3.0629 0.2035
H 3.1587 -2.3226 -3.9807 -0.0625
H 1.7202 -4.3015 -2.8416 0.0524
H 2.0701 -5.2688 -4.1208 0.4171
H 0.2592 -4.2671 -4.8020 0.2053
C -4.5148 -2.4042 -0.2365 -0.9035
C -3.1568 -3.0026 -0.6164 0.7646
O -2.5546 -3.6428 0.5140 -0.2211
H -4.3525 -1.8252 0.6726 0.1818
H -5.2795 -3.1678 -0.0941 0.4892
H -4.8905 -1.9113 -1.1332 0.1875
H -2.4617 -2.2679 -1.0229 -0.5267
H -3.0947 -3.7342 -1.4220 -0.0255
H -2.7456 -4.5836 0.5091 0.1670
C -0.0679 6.4406 -1.7081 -1.3238
C 0.6764 5.1773 -2.1282 0.8543
O 1.4535 5.5406 -3.3322 -0.6950
H 0.4983 7.2817 -1.3079 0.4302
H -0.7409 6.2317 -0.8765 0.1095
H -0.6521 6.8836 -2.5146 0.3942
H 0.0540 4.3292 -2.4134 -0.1947
H 1.3634 4.8364 -1.3537 0.0405
H 2.0656 4.8100 -3.4464 0.3064
C -1.6684 0.3789 -4.1337 -0.1548
C -0.4640 -0.5142 -4.3316 0.8650
O -0.9634 -1.8484 -4.2382 -0.4007
H -1.4056 1.4256 -3.9810 0.2792
H -2.1639 0.0739 -3.2120 -0.2863
H -2.4501 0.3355 -4.8921 -0.1638
H 0.3882 -0.4833 -3.6527 -0.7761
H 0.0174 -0.3769 -5.2999 0.4991
H -0.2661 -2.4857 -4.4093 0.4077
C 2.9953 0.9518 -3.8325 -0.8998
C 2.0731 2.1694 -3.6680 0.8379
O 2.9378 3.2096 -4.0250 -0.5970
H 2.5646 0.1449 -3.2396 -0.4108
H 4.0299 1.1114 -3.5287 0.4694
H 3.0283 0.6664 -4.8839 0.5971
H 1.6836 2.3009 -2.6585 -0.7126
H 1.2345 2.2755 -4.3562 0.3645
H 3.2727 3.0561 -4.9115 0.3114
C -7.0156 6.8746 1.7766 -1.2775
C -7.1357 5.5250 1.0775 0.5164
O -8.4017 4.9304 1.3340 -0.5770
H -7.8414 7.4929 1.4246 0.3218
H -5.9855 7.2010 1.6339 0.2895
H -7.2418 6.7883 2.8393 0.3707
H -6.3970 4.7690 1.3436 0.1230
H -7.1873 5.7288 0.0079 -0.0618
H -8.1597 4.2191 1.9316 0.3525
C 1.8781 -2.0816 4.8403 -0.7170
O 2.1279 -1.5745 6.1209 -0.1100
C 2.8426 -2.4814 6.9971 -0.6885
C 3.4283 -1.8824 8.2883 -0.4949
N 2.4119 -1.5314 9.2533 -0.3887
C 2.8503 -0.3685 10.0752 -0.8573
C 2.6905 0.9344 9.2581 -0.4842
O 1.4087 0.9519 8.6027 -0.2150
C 1.0545 2.2160 8.1326 -0.7809
H 1.2771 -1.3325 4.3248 -0.0039
H 1.2559 -2.9763 4.8167 0.2777
H 2.8465 -2.2491 4.3688 0.4410
H 3.6710 -2.9579 6.4729 0.4543
H 2.1939 -3.2688 7.3810 0.3135
H 4.0425 -1.0383 7.9748 0.2793
H 4.1158 -2.5466 8.8121 0.4386
H 1.7055 -1.1171 8.6621 0.1363
H 3.8575 -0.3889 10.4914 0.3763
H 2.1957 -0.4129 10.9456 0.3491
H 3.5212 0.9553 8.5527 0.3076
H 2.7786 1.8173 9.8912 0.5284
H 0.5861 2.8336 8.8990 0.2902
H 0.3014 1.9881 7.3784 0.1373
H 1.9031 2.7712 7.7329 0.3848
C 5.4633 4.6625 0.2708 -0.8917
O 4.2458 3.9743 0.4513 -0.3941
C 4.0413 2.9861 -0.5346 -0.8486
C 3.2048 1.8465 -0.0139 0.1898
N 3.6141 0.5022 -0.2257 0.6604
C 4.6533 0.1505 0.7500 -0.2741
C 4.1861 -0.1110 2.1809 -0.9768
O 3.5390 -1.3685 2.2644 0.1682
C 4.3897 -2.5335 1.8658 -0.7420
H 5.7175 4.9713 1.2848 0.3256
H 5.4074 5.3719 -0.5548 0.3075
H 6.3267 4.0408 0.0339 0.3487
H 4.9162 2.6190 -1.0712 0.5512
H 3.4728 3.4598 -1.3349 0.1091
H 2.2003 2.0183 -0.4005 -0.3126
H 2.9947 2.1102 1.0227 0.2306
H 2.7705 -0.0441 -0.1254 -0.7698
H 5.5188 0.8100 0.6865 0.5351
H 5.0613 -0.7605 0.3121 -0.2668
H 3.6330 0.7443 2.5691 0.4572
H 5.0279 -0.0923 2.8732 0.4740
H 4.1020 -3.2831 2.6029 0.1512
H 5.4702 -2.3950 1.8288 0.4437
H 4.0806 -2.8220 0.8612 0.0881
C 1.1940 -1.4773 -0.9603 -1.6510
O 0.3716 -0.3672 -1.2023 1.4205
C -0.4014 0.0733 -0.0484 -1.5781
C -1.9098 0.6097 -0.3014 -0.4872
N -1.8030 1.9046 -0.9162 0.8548
C -3.1338 2.4965 -1.3063 -0.6945
C -4.0204 3.0402 -0.1405 -0.7331
O -3.5007 4.2170 0.3987 -0.0968
C -2.5078 3.9709 1.3522 -0.2708
H 1.8135 -1.3358 -0.0747 0.9946
H 1.8630 -1.8329 -1.7440 -0.2317
H 0.5870 -2.3388 -0.6820 0.2531
H 0.2605 0.7813 0.4503 0.3514
H -0.4829 -0.7288 0.6852 0.5907
H -2.2054 0.7577 0.7373 0.2007
H -2.6246 -0.0896 -0.7351 0.2746
H -1.0488 1.8657 -1.5868 -0.3686
H -3.7346 1.7770 -1.8628 0.2337
H -2.9324 3.2439 -2.0737 0.4364
H -4.1447 2.2178 0.5640 0.4434
H -5.0004 3.3303 -0.5193 0.0838
H -1.5074 3.8959 0.9261 0.1468
H -2.7313 3.1021 1.9713 0.3412
H -2.4706 4.8578 1.9847 -0.2869
C -0.8702 11.2541 2.7648 -0.8837
O -0.8927 9.9451 3.3197 -0.3274
C -1.2175 8.8713 2.3900 -0.7266
C -1.0440 7.5346 3.0482 -0.2571
N -2.2545 7.1073 3.7643 -0.0828
C -2.0055 6.3158 4.9682 -0.4535
C -3.1830 6.5415 5.9928 -0.7456
O -2.9676 7.8489 6.5354 -0.2963
C -4.1089 8.3415 7.1601 -0.8081
H -0.3609 11.9635 3.4172 0.2918
H -1.8755 11.6738 2.8023 0.3326
H -0.4383 11.5428 1.8066 0.3275
H -0.6100 8.8847 1.4851 0.4133
H -2.2554 8.9958 2.0815 0.3310
H -0.1286 7.4376 3.6319 0.3596
H -0.9626 6.8577 2.1976 0.0869
H -2.9124 7.8543 3.9358 0.2224
H -1.0102 6.5618 5.3383 0.3507
H -2.0600 5.2629 4.6916 0.2146
H -3.1455 5.8298 6.8175 0.4462
H -4.1613 6.5563 5.5125 0.3705
H -4.6449 7.7101 7.8687 0.3250
H -4.8388 8.8126 6.5017 0.3068
H -3.6230 9.1367 7.7256 0.2601
C 11.1171 0.0384 -2.6621 -0.7947
O 10.2643 -0.2287 -3.7669 -0.2923
C 10.9905 -0.8094 -4.8641 -0.4409
C 11.2906 -2.2856 -4.6013 -0.7944
N 10.1072 -3.1856 -4.3775 -0.3455
C 9.4585 -3.0499 -3.0968 -0.0580
C 8.1084 -3.7835 -2.9750 -0.3763
O 7.0237 -2.9187 -2.9697 -0.3441
C 6.8862 -2.0407 -1.8772 -0.6973
H 11.6342 -0.8336 -2.2617 0.3126
H 10.4829 0.3699 -1.8398 0.2538
H 11.9285 0.7131 -2.9350 0.3502
H 11.9504 -0.3943 -5.1711 0.3493
H 10.5089 -0.7068 -5.8365 0.3721
H 11.8599 -2.5223 -3.7024 0.2990
H 11.8219 -2.6892 -5.4632 0.3905
H 9.4770 -3.1699 -5.1666 0.2559
H 9.2705 -2.0446 -2.7197 -0.0293
H 10.0461 -3.4464 -2.2688 0.2708
H 8.1829 -4.4230 -2.0955 0.0352
H 8.0515 -4.4628 -3.8255 0.5068
H 7.5492 -1.1897 -2.0333 0.3379
H 7.3299 -2.4770 -0.9823 0.4561
H 5.8189 -1.8595 -1.7501 -0.0018
```

* E_LUMO: 0.0078 hartree
* highest occupied orbital energy: -8.29 eV
* HOMO-LUMO gap: 0.3123 Eh
* DFT total energy: -140591.316 eV
* net charge: 0


Formula: C4H8ClN
Source: OMol25
Level of theory: ωB97M-V with the def2-TZVPD basis set

```
14
Properties=species:S:1:pos:R:3:nbo_charge:R:1
C -0.7978 -0.4488 1.3908 -0.3661
C 0.0174 0.4088 0.4462 -0.2502
C 1.2980 -0.2401 -0.2184 -0.2066
C -0.4221 0.5477 -1.0279 -0.2092
H -0.7628 -1.4521 0.9932 0.2033
H -0.3935 -0.4884 2.4302 0.2226
H 0.1477 1.4465 0.8690 0.2134
H 1.1310 -1.3062 -0.2443 0.1666
H 2.2329 0.0613 0.2500 0.1961
H 1.0357 -0.1549 -2.3228 0.3573
H -0.8884 1.4971 -1.3403 0.2020
H -1.0657 -0.3811 -1.2128 0.1612
N 0.9542 0.3796 -1.4952 -0.6214
Cl -2.4866 0.1305 1.4825 -0.0690
```

* E_LUMO: 0.0387 hartree
* energy relative to the best compared isomer or geometry (same formula, charge and spin): 15.0 kcal per mole
* highest occupied orbital energy: -9.20 eV
* HOMO-LUMO gap: 0.3767 Eh
* DFT total energy: -18289.123 eV
* structure (SMILES): ClCC1CNC1
* net charge: 0


Formula: C6H14O
Source: OMol25
Level of theory: ωB97M-V with the def2-TZVPD basis set

```
21
Properties=species:S:1:pos:R:3:nbo_charge:R:1
C -0.1972 -0.9768 -0.2797 0.0908
C 0.4228 0.8442 1.1452 0.2206
C 0.0649 -2.4676 -0.2074 -0.6261
C 1.6873 1.0248 -0.3373 -0.7791
C -0.5708 1.9731 0.9797 -0.6699
C -1.5235 -0.6508 -0.9517 -0.6425
O -0.0304 -0.4366 1.0104 -0.5456
H 0.7354 -0.3063 -0.7897 0.2156
H 0.9740 0.8889 2.0854 0.1839
H -0.8894 2.0966 -0.0529 0.2099
H -1.4599 1.8047 1.5923 0.2195
H -2.3560 -1.0631 -0.3719 0.2092
H -1.6891 0.4186 -1.0407 0.2080
H 1.0158 -2.6613 0.2827 0.2177
H -0.7228 -2.9804 0.3501 0.2077
H 0.0933 -2.8857 -1.2136 0.2095
H 2.5410 0.4792 0.0572 0.2132
H 1.8987 2.0827 -0.1953 0.2034
H 1.6508 1.0109 -1.4285 0.2238
H -0.1051 2.9005 1.3100 0.2170
H -1.5398 -1.0955 -1.9443 0.2133
```

* E_LUMO: 0.0379 hartree
* energy relative to the best compared isomer or geometry (same formula, charge and spin): 71.3 kcal per mole
* highest occupied orbital energy: -9.30 eV
* HOMO-LUMO gap: 0.3796 Eh
* DFT total energy: -8493.802 eV
* net charge: 0